No. 1
The following is a DFT calculation (wB97M-V/def2-TZVPD) of a structure of composition C18H45N9O8Zr.

Last column: Mulliken charge in e.
Element x y z (Å)
C: 1.841 4.692 0.982  -1.27
H: 1.086 5.434 0.735  0.37
N: -0.474 1.600 2.210  -0.17
H: -3.068 2.849 -0.286  0.52
N: -0.591 -6.365 2.071  -0.30
O: -2.141 -3.137 0.838  -0.80
C: 2.402 4.058 -0.339  1.24
N: -5.178 -5.262 -1.363  -0.37
H: 4.306 3.040 -0.046  0.20
N: 3.547 -2.495 -1.338  -0.22
O: 4.823 -3.553 -2.908  -0.62
C: -4.992 -5.187 -0.048  0.79
H: 2.903 4.198 -3.138  0.35
O: -0.312 0.596 4.199  -0.69
H: -3.455 1.431 -1.003  0.37
H: 1.398 3.963 1.654  0.18
H: 0.412 -2.991 0.183  0.41
H: 4.398 4.783 0.245  0.47
H: 2.650 5.880 -1.551  0.35
N: -5.444 -6.226 0.643  -0.38
C: 0.120 -2.280 0.957  -0.42
H: 0.782 0.064 -1.080  0.05
Zr: -4.104 -1.942 0.848  2.05
N: 5.175 -1.354 -2.349  -0.29
H: 4.221 4.122 -1.441  0.36
C: 3.961 4.017 -0.389  -1.46
C: -5.878 1.803 -0.013  -1.23
H: 0.431 -2.685 1.922  0.26
H: -5.830 -7.053 0.222  0.21
C: 0.229 1.212 3.289  0.50
C: 1.939 5.065 -1.419  -1.25
C: 2.699 1.497 -2.481  -1.52
H: -0.048 3.399 -2.500  0.39
N: 0.320 -5.171 3.752  -0.34
O: -4.588 0.091 1.134  -0.63
C: 1.463 2.091 -1.735  1.79
H: -5.267 -6.171 1.636  0.25
H: -4.441 2.113 1.542  0.22
H: 1.905 1.840 4.235  0.24
H: 3.122 1.652 0.223  0.23
O: -4.616 -4.081 0.487  -0.69
N: 1.775 2.717 -0.488  0.54
H: 0.221 0.658 -2.655  0.58
H: -2.371 1.257 0.298  -0.02
H: -0.479 -4.582 3.599  0.08
H: 3.270 -1.614 -0.949  0.15
O: 2.207 1.820 0.505  -0.46
H: 4.835 -0.551 -1.860  0.21
O: -2.013 -1.101 1.236  -0.54
H: 2.664 5.192 1.493  0.35
H: -0.702 -7.235 1.577  0.23
H: 1.509 5.173 -3.521  0.43
H: -6.740 1.712 0.638  0.37
C: 0.424 0.939 -1.620  -1.55
N: 1.500 1.758 3.319  -0.25
C: 4.549 -2.543 -2.290  0.57
H: 1.096 2.743 -3.767  0.38
H: -1.393 -5.783 2.219  0.09
H: 2.634 1.004 -3.455  0.47
H: -5.557 -6.143 -1.666  0.19
H: 0.625 -1.345 0.724  -0.14
H: -0.016 1.729 1.318  0.32
C: 0.416 -6.254 2.978  0.63
H: 3.546 2.175 -2.607  0.50
H: 1.082 -4.822 4.305  0.23
C: -4.562 1.445 0.676  0.44
H: 3.077 -3.324 -1.025  0.13
O: 1.358 -7.035 3.143  -0.61
H: -0.505 1.324 -1.195  0.03
H: 3.147 0.621 -1.988  -0.43
H: -1.416 1.251 2.173  0.03
C: -3.254 1.821 0.015  -1.01
C: 1.883 4.427 -2.821  -0.78
H: 1.647 2.298 2.489  0.05
H: -5.862 1.167 -0.903  0.34
H: -5.753 2.832 -0.351  0.36
C: -1.351 -2.157 0.982  1.20
H: 0.900 5.399 -1.414  0.42
H: -5.028 -4.445 -1.927  0.19
C: 0.985 3.172 -2.772  -1.12
H: 5.945 -1.237 -2.988  0.21

LUMO ... -10.5 eV
Molar mass ... 606.8 g/mol
E_tot ... -1854.0837 Ha
Charge ... +2
2S+1 ... 1
HOMO-LUMO gap ... 2.2 eV
Maximum force ... 0.108 hartree/bohr


No. 2
The following is a DFT calculation (wB97M-V/def2-TZVPD) of a structure of composition C34H44N9Se2Zn.

Last column: Mulliken charge in e.
Element x y z (Å)
H: -1.343 -0.660 -5.809  0.37
C: 2.822 0.523 2.749  -0.69
H: -3.835 -2.867 2.369  0.37
C: 2.071 1.648 3.397  1.04
H: -4.576 1.149 1.669  0.30
C: 4.684 -2.112 -0.148  -1.16
H: 3.415 -0.019 3.486  0.39
H: 1.995 -3.025 -4.644  0.44
H: 5.155 -2.931 0.377  0.46
C: 1.169 -4.415 -0.360  -1.00
N: 2.751 0.926 -1.950  0.04
C: 1.317 2.566 2.653  -0.10
C: 1.542 -2.827 -3.681  -1.22
C: 4.635 -0.445 -1.823  0.52
C: 1.040 -3.477 -1.412  1.68
H: 0.768 3.600 7.324  0.36
H: -3.817 1.773 0.198  0.32
C: 0.589 3.569 3.303  0.72
C: 1.413 2.766 5.449  0.69
C: -2.136 -0.765 0.780  0.19
H: -3.281 1.703 -3.596  0.40
C: 0.268 -1.312 -2.273  0.61
N: -0.277 -0.023 -2.065  0.38
Zn: 0.745 0.455 -0.236  2.55
H: -1.397 2.084 0.891  0.12
Se: 1.384 2.558 0.705  -0.28
H: -5.037 -1.967 1.432  0.35
H: -4.456 0.123 0.229  0.43
H: -2.355 2.977 -4.412  0.35
H: -0.659 3.227 -1.509  0.38
H: -3.941 -3.240 -0.423  0.46
C: 0.856 -1.620 -3.481  -0.83
C: -0.314 2.786 -2.447  -1.08
H: 0.774 -4.862 1.684  0.40
C: 2.105 1.764 4.779  -1.11
H: 0.813 -0.886 -4.277  0.67
C: -2.321 -1.559 -3.500  -0.99
H: 2.175 -4.665 -2.804  0.46
H: -1.435 1.064 -5.426  0.39
H: 2.118 -0.176 2.290  -0.38
C: -0.261 4.592 2.597  -1.83
C: -1.761 1.465 1.716  -1.17
H: -0.161 3.593 -3.168  0.47
H: -0.451 -2.746 2.091  0.56
H: -2.848 3.184 -2.731  0.38
H: -2.316 2.101 2.406  0.42
H: -2.562 -3.841 0.514  0.32
C: -2.506 2.452 -3.465  -1.23
C: 0.341 -2.255 -1.193  -0.43
N: 5.066 0.262 -2.854  -0.83
H: 2.707 1.062 5.347  0.35
N: -1.278 1.844 -2.985  0.41
N: -3.044 -1.793 0.760  0.34
N: -0.893 -0.810 0.374  0.23
H: -2.292 -2.838 -0.907  0.20
C: 0.651 3.640 4.695  -0.88
N: -2.643 0.407 1.262  0.26
H: -1.278 4.568 2.993  0.37
H: -3.324 -1.680 -3.915  0.46
H: -0.906 1.049 2.244  0.37
C: 3.409 -1.673 0.284  -0.39
C: 3.333 -0.073 -1.316  -0.07
H: -3.942 -1.111 2.536  0.39
H: -2.382 -1.668 -2.421  0.23
C: -1.893 0.097 -5.238  -1.25
C: -1.084 0.505 -2.950  -0.31
H: 0.632 2.290 -2.266  -0.06
C: -0.048 -2.957 1.108  -0.53
C: -4.022 -1.932 1.832  -1.25
C: -2.944 -2.990 -0.056  -0.97
H: -2.922 0.114 -5.603  0.35
H: -0.293 4.414 1.526  0.16
C: 0.651 -4.153 0.875  -1.24
C: 5.312 -1.514 -1.196  -0.66
C: -0.224 -2.030 0.107  0.05
H: 1.378 1.938 7.436  0.36
C: 1.511 2.902 6.943  -1.49
C: 1.634 -3.737 -2.667  -1.13
N: 2.727 -0.697 -0.262  0.38
H: 3.490 0.889 1.968  0.32
H: 1.706 -5.336 -0.551  0.47
H: 0.085 4.419 5.196  0.36
H: 2.497 3.277 7.224  0.31
H: 2.938 -2.158 1.130  0.54
N: -1.853 -0.228 -3.823  0.35
Se: 3.841 1.443 -3.231  0.26
H: -1.681 -2.349 -3.904  0.25
H: 0.137 5.594 2.768  0.49
C: -3.946 0.881 0.819  -1.24
H: 6.290 -1.820 -1.540  0.49

LUMO ... -3.8 eV
ΔE to the lowest compared entry with this formula, charge and spin ... 0.900 eV
Molar mass ... 802.1 g/mol
E_tot ... -8396.8518 Ha
Charge ... +1
2S+1 ... 1
HOMO-LUMO gap ... 5.7 eV
Maximum force ... 0.017 hartree/bohr


- The lowest E_tot belongs to which entry?
  C34H44N9Se2Zn


- The highest HOMO-LUMO gap belongs to which entry?
  C34H44N9Se2Zn


- Number 1 is which compound?
  C18H45N9O8Zr